{
  "formula": "C26H39BBeBrCl2F2MgN2O8S",
  "method": "wB97M-V/def2-TZVPD",
  "total_charge": 1,
  "energy_ev": -164807.9762,
  "orbital_gap_ev": 2.768,
  "lumo_energy_ev": -7.034,
  "elements": ["C", "C", "C", "C", "C", "N", "C", "C", "C", "B", "C", "O", "C", "H", "H", "H", "H", "H", "H", "H", "H", "H", "H", "H", "H", "H", "H", "H", "H", "H", "H", "H", "H", "H", "C", "C", "O", "S", "O", "O", "O", "H", "H", "H", "H", "F", "Be", "Br", "C", "C", "O", "C", "O", "O", "F", "H", "H", "H", "C", "C", "C", "C", "C", "C", "H", "H", "H", "H", "H", "H", "Cl", "Cl", "Mg", "N", "C", "C", "C", "C", "C", "H", "H", "H", "H", "H"],
  "xyz": [[2.91284, -0.68532, -2.03328], [4.12148, 0.35078, -2.53329], [3.55995, 1.77144, -3.12925], [3.15485, 2.88867, -2.00020], [1.77539, 2.57241, -1.17144], [0.49549, 2.92793, -1.89478], [0.13044, 2.88892, -3.21782], [-1.42497, 3.40293, -3.51740], [-2.08717, 3.14517, -2.03545], [-2.84954, 1.68509, -1.95951], [-3.13444, 0.74675, -3.30541], [-3.31734, 1.19656, -0.63219], [-0.74563, 3.41798, -1.13240], [2.92980, -0.66091, -0.85171], [1.87816, -0.24549, -2.36224], [3.08348, -1.79063, -2.38917], [4.98115, 0.46575, -1.72720], [4.63366, -0.21337, -3.45234], [4.45714, 2.24294, -3.75956], [2.72198, 1.51910, -3.90599], [4.01533, 3.10309, -1.21113], [2.98700, 3.91484, -2.58127], [1.80828, 3.26517, -0.19977], [1.67009, 1.47479, -0.77820], [0.81402, 2.55458, -4.10678], [-1.42558, 4.58163, -3.59658], [-1.96871, 3.01429, -4.47801], [-2.78254, 4.10487, -1.91646], [-4.06540, 0.02019, -3.13302], [-3.43793, 1.41036, -4.24930], [-2.16035, 0.12516, -3.49416], [-3.82684, 0.35233, -0.85600], [-0.97076, 2.94486, -0.08520], [-0.55463, 4.55470, -0.84992], [-5.25787, -4.23804, -3.41213], [-6.62585, -4.47408, -4.04666], [-7.34255, -3.25703, -3.85195], [-6.28986, -2.01151, -3.88266], [-6.30428, -1.44120, -5.21144], [-6.47819, -1.22446, -2.68621], [-4.92343, -2.88564, -3.71931], [-5.30605, -4.33802, -2.32299], [-4.49739, -4.91773, -3.80579], [-7.15778, -5.31212, -3.59005], [-6.53610, -4.64432, -5.12476], [3.85745, 2.79399, -5.21721], [2.65745, -2.06471, -0.28025], [-7.84255, -5.79875, -2.40579], [-0.74067, -1.70566, 2.68569], [-0.19908, -1.32032, 4.01982], [0.91704, -2.16634, 4.17925], [1.35975, -2.41139, 2.91408], [2.45777, -2.87264, 2.65053], [0.42557, -2.06978, 1.97488], [-1.08783, -1.59862, 4.99978], [-1.41828, -2.56458, 2.73555], [-1.25833, -0.87864, 2.19229], [0.11856, -0.27454, 4.09028], [2.32027, -5.81324, 8.01468], [3.33106, -6.49380, 7.33651], [3.76530, -6.03908, 6.09173], [3.19494, -4.89686, 5.52911], [2.18674, -4.21416, 6.20906], [1.74605, -4.67428, 7.44963], [1.97974, -6.16990, 8.98322], [3.78022, -7.37987, 7.77813], [4.54823, -6.57345, 5.56053], [3.53661, -4.53953, 4.56128], [1.74350, -3.32311, 5.77119], [0.95676, -4.14533, 7.97653], [-7.14255, -8.09808, -2.60534], [-1.44255, -1.50230, 0.45804], [1.85745, 0.00603, -4.31696], [2.31385, 5.01435, 1.58575], [1.42090, 5.47413, 2.48940], [1.24893, 6.81613, 2.78878], [2.04279, 7.74551, 2.12505], [2.97290, 7.30270, 1.19020], [3.06912, 5.94040, 0.95610], [0.82745, 4.71006, 2.98304], [0.51422, 7.12904, 3.52195], [1.93751, 8.80608, 2.33425], [3.60688, 8.00160, 0.65646], [3.77740, 5.54552, 0.23312]],
  "forces_ev_per_angstrom": [[1.3, 0.7, -1.3], [0.5, -0.9, -1.1], [2.3, -0.1, 2.2], [-1.0, 0.3, -0.8], [1.2, 0.7, 1.4], [-2.9, -0.3, -3.7], [-0.2, 0.5, 1.3], [1.0, 0.8, 1.2], [1.3, 1.9, -1.4], [-1.4, -1.5, 2.4], [-0.9, 0.3, -0.1], [0.4, 0.2, -4.5], [-1.6, 0.9, 2.3], [-0.2, 0.7, -0.8], [1.0, -1.2, 1.2], [-0.6, 2.0, 0.6], [-2.0, -0.1, -1.6], [-0.9, 1.3, 2.0], [-2.2, -0.9, 0.7], [1.5, 1.7, 1.3], [-1.8, -0.9, -1.8], [0.4, -2.2, 1.2], [-0.3, -1.4, -2.0], [0.1, 2.0, -0.9], [-0.9, 0.9, 2.0], [0.6, -2.3, -0.2], [1.5, 0.3, 2.0], [1.2, -2.4, 0.2], [2.2, 1.4, -0.3], [0.9, -1.6, 1.9], [-1.8, 1.0, 0.0], [1.1, 1.4, 0.9], [1.2, 0.3, -2.0], [-0.4, -2.2, -1.0], [-0.5, -0.7, 0.2], [3.0, 2.1, -3.8], [0.5, 1.0, 0.6], [-0.1, 0.1, -0.4], [0.2, -0.4, 1.9], [0.2, -0.6, -1.5], [-0.8, 0.8, -0.4], [0.0, -0.1, 0.0], [-0.1, 0.3, 0.0], [2.7, 2.5, -4.9], [0.2, 0.1, -0.1], [-0.5, -0.1, -0.5], [-0.6, -1.2, 1.4], [-4.2, -7.3, 7.7], [-1.0, 0.5, 1.7], [-0.5, -0.2, 0.6], [0.9, 0.1, -1.1], [0.9, -0.6, -0.4], [-1.6, 0.8, -0.1], [2.6, -0.6, 1.4], [0.0, 0.2, 0.2], [0.1, 0.2, 0.3], [0.4, -0.1, 1.1], [0.0, -0.1, 0.2], [0.0, 0.1, -0.2], [-0.1, 0.1, -0.1], [-0.2, 0.1, 0.1], [0.0, -0.1, 0.2], [0.0, 0.0, 0.1], [0.2, -0.2, -0.1], [0.1, 0.0, -0.1], [-0.1, 0.1, -0.1], [-0.1, 0.1, 0.1], [-0.1, 0.0, 0.1], [0.2, -0.3, 0.2], [0.1, -0.1, -0.1], [-1.0, 2.1, 0.7], [-1.3, 0.1, -5.1], [0.0, -0.4, -1.1], [-0.2, 0.8, 0.0], [0.5, -0.4, -0.5], [0.2, 0.1, -0.1], [0.0, 0.0, 0.0], [-0.2, 0.0, 0.2], [-0.4, -0.6, 0.3], [0.0, 0.1, 0.0], [0.1, -0.1, -0.1], [0.0, -0.1, 0.0], [-0.1, -0.1, 0.0], [0.0, 0.1, 0.0]]
}

{
  "formula": "C6H13NO",
  "method": "wB97M-V/def2-TZVPD",
  "relative_energy_ev": 1.396,
  "smiles": "CN(C)C=O.C=CC",
  "energy_ev": -9969.7786,
  "orbital_gap_ev": 10.125,
  "lumo_energy_ev": 0.870,
  "elements": ["C", "N", "C", "C", "O", "H", "H", "H", "H", "H", "H", "H", "C", "C", "C", "H", "H", "H", "H", "H", "H"],
  "xyz": [[1.16210, -1.65491, 1.11002], [1.12843, -0.22084, 1.02884], [0.51294, 0.47315, 2.13385], [1.58856, 0.46593, -0.02636], [1.55568, 1.66892, -0.14742], [0.14689, -2.05405, 1.18259], [1.63725, -2.06518, 0.22147], [1.72371, -1.97253, 1.99289], [1.05466, 0.27141, 3.06065], [0.54513, 1.53939, 1.91815], [-0.52512, 0.15515, 2.25358], [2.02168, -0.19487, -0.79905], [-1.37458, -0.97809, -1.54478], [-1.58413, 0.23326, -1.06429], [-1.31591, 1.49840, -1.80244], [-1.58028, -1.86891, -0.97468], [-0.99287, -1.13129, -2.54098], [-1.97117, 0.35870, -0.06033], [-0.49592, 2.03497, -1.32463], [-1.04424, 1.29744, -2.83559], [-2.19281, 2.14393, -1.78151]],
  "forces_ev_per_angstrom": [[0.0, -0.1, 0.0], [-0.1, -0.1, 0.5], [0.0, 0.2, 0.0], [0.2, -0.4, -0.4], [0.0, 0.5, -0.1], [0.0, 0.0, 0.0], [0.0, 0.0, 0.0], [0.0, 0.0, 0.0], [0.0, 0.0, 0.0], [0.0, 0.0, 0.1], [0.0, 0.0, 0.0], [0.0, 0.0, 0.0], [0.0, -0.2, 0.0], [0.0, 0.2, 0.0], [0.0, 0.1, 0.0], [-0.1, -0.1, 0.2], [0.1, 0.0, -0.2], [0.0, -0.1, 0.2], [0.0, 0.1, 0.0], [0.0, 0.0, -0.1], [-0.1, 0.1, -0.1]]
}

{
  "formula": "C4H14ClN3O4PtSSb",
  "method": "wB97M-V/def2-TZVPD",
  "relative_energy_ev": 0.000,
  "total_charge": 1,
  "energy_ev": -50164.3285,
  "orbital_gap_ev": 9.401,
  "lumo_energy_ev": -3.367,
  "elements": ["Pt", "N", "N", "C", "N", "S", "H", "H", "H", "H", "H", "C", "Sb", "C", "C", "H", "H", "H", "H", "H", "H", "H", "H", "H", "O", "Cl", "O", "O", "O"],
  "xyz": [[0.16935, -0.17087, -0.76760], [-0.55529, -1.18981, -2.49560], [-1.71334, -0.59294, -3.02374], [-2.14527, 0.58487, -2.55518], [-3.21342, 1.13251, -3.12169], [-1.36964, 1.39361, -1.25998], [0.18311, -1.20502, -3.19699], [-0.74394, -2.14302, -2.15916], [-2.20383, -1.09218, -3.75155], [-3.69871, 0.71161, -3.89709], [-3.57650, 1.99668, -2.75422], [-0.60711, 1.00342, 2.90445], [0.89083, 0.84373, 1.43179], [1.67119, 2.79838, 1.25648], [2.41327, -0.31868, 2.30762], [-0.16033, 1.37909, 3.82275], [-1.03413, 0.01751, 3.07562], [-1.38735, 1.68432, 2.57076], [2.03358, 3.13072, 2.22738], [0.88794, 3.47159, 0.91289], [2.48862, 2.80130, 0.53918], [2.77836, 0.17084, 3.20837], [3.22458, -0.44691, 1.59508], [1.99097, -1.29053, 2.55228], [-0.24107, -3.42507, -0.83600], [0.70733, -2.98533, 0.15281], [1.68985, -3.95704, 0.42198], [0.04913, -2.49884, 1.31963], [1.47181, -1.80393, -0.48026]],
  "forces_ev_per_angstrom": [[-0.1, -0.4, 0.0], [0.0, 0.1, 0.0], [0.0, 0.1, 0.0], [0.0, -0.1, 0.0], [0.0, 0.0, 0.0], [0.1, 0.1, 0.0], [-0.1, -0.1, -0.1], [0.0, 0.0, 0.0], [0.0, 0.0, 0.0], [0.0, 0.0, 0.0], [0.0, 0.0, 0.0], [-0.1, -0.1, -0.1], [0.3, 0.0, 0.0], [0.0, 0.0, 0.0], [0.0, 0.0, 0.0], [0.0, 0.0, 0.0], [0.0, 0.0, 0.0], [0.0, 0.0, 0.0], [0.0, 0.0, 0.0], [0.0, 0.0, 0.0], [0.0, 0.0, 0.0], [0.0, 0.0, 0.0], [0.0, 0.0, 0.0], [0.0, 0.0, 0.0], [-0.1, 0.0, 0.0], [0.5, 0.0, -0.2], [-0.1, 0.0, 0.0], [0.0, 0.0, 0.0], [-0.4, 0.3, 0.2]]
}

{
  "formula": "C4H8O2",
  "method": "wB97M-V/def2-TZVPD",
  "relative_energy_ev": 2.807,
  "energy_ev": -8370.4750,
  "orbital_gap_ev": 10.301,
  "lumo_energy_ev": 0.834,
  "elements": ["O", "C", "C", "C", "C", "O", "H", "H", "H", "H", "H", "H", "H", "H"],
  "xyz": [[-1.57193, -0.17283, -1.13904], [-1.39777, -0.47515, 0.23680], [0.09093, -0.78555, 0.47692], [0.92769, -0.09285, -0.70833], [1.21369, 0.91367, 0.39523], [0.79441, 0.02675, 1.43044], [-1.60462, 0.77783, -1.27613], [-1.75172, 0.33635, 0.88864], [-2.02594, -1.35644, 0.40915], [0.21920, -1.83391, 0.82397], [1.72469, -0.75404, -1.03631], [0.54831, 0.40623, -1.61901], [0.50969, 1.76372, 0.35419], [2.22938, 1.29386, 0.49198]],
  "forces_ev_per_angstrom": [[-1.2, 0.2, -0.2], [-0.1, 0.0, 0.0], [0.0, 0.0, -0.7], [0.3, -0.4, 0.3], [0.4, 0.4, -0.1], [-0.3, 0.2, 0.2], [0.0, -0.1, 0.1], [0.2, -0.2, -0.1], [0.2, 0.1, 0.2], [0.1, 0.4, -0.9], [0.5, 0.2, 0.3], [-0.4, -0.9, 0.6], [0.3, -0.1, -0.1], [0.1, 0.0, 0.3]]
}

{
  "formula": "C21H28N6S",
  "method": "wB97M-V/def2-TZVPD",
  "energy_ev": -41998.1208,
  "orbital_gap_ev": 6.581,
  "lumo_energy_ev": -0.194,
  "elements": ["C", "C", "C", "C", "C", "C", "N", "C", "N", "S", "N", "C", "C", "H", "H", "H", "H", "H", "H", "H", "C", "C", "C", "C", "N", "H", "H", "H", "H", "H", "H", "H", "C", "C", "C", "C", "N", "H", "H", "H", "H", "H", "H", "H", "C", "C", "C", "C", "N", "H", "H", "H", "H", "H", "H", "H"],
  "xyz": [[5.99905, -2.53155, 3.16626], [5.93566, -1.74716, 2.19874], [5.73186, -0.81286, 0.92099], [4.14158, -0.57357, 0.83633], [3.30994, -1.87773, 0.58587], [1.79346, -1.85493, 0.52176], [0.99282, -3.05507, 0.32699], [1.12682, -0.45551, 0.70698], [-0.26927, -0.15377, 0.70117], [-0.41125, 1.51056, 0.97627], [1.19469, 2.06926, 1.12543], [1.94652, 0.86854, 0.95303], [3.49344, 0.77213, 1.01615], [5.65620, -3.08056, 4.09747], [6.28240, 0.16992, 1.02350], [6.03540, -1.38046, -0.02777], [3.86496, -2.87160, 0.48144], [1.55146, -3.87798, 0.60581], [0.16020, -2.98169, 0.93842], [4.12819, 1.69149, 1.19862], [-5.81960, 0.24297, 3.28715], [-5.01723, 1.53626, 3.18769], [-4.77692, 1.97938, 1.74238], [-4.00486, 0.92961, 1.00848], [-3.40434, 0.11317, 0.43774], [-5.29122, -0.59516, 2.82619], [-5.99087, -0.01835, 4.33413], [-6.79305, 0.34693, 2.79876], [-4.05838, 1.39863, 3.69683], [-5.55248, 2.32838, 3.71885], [-4.21183, 2.91382, 1.72425], [-5.72753, 2.14812, 1.22947], [-0.94327, 7.34763, -0.77394], [0.02206, 6.17176, -0.88148], [-0.67946, 4.85381, -1.21846], [-1.66537, 4.51213, -0.14751], [-2.43090, 4.24683, 0.68549], [-1.66403, 7.20442, 0.03485], [-0.39675, 8.26928, -0.56140], [-1.49644, 7.48759, -1.70736], [0.56498, 6.07099, 0.06315], [0.76256, 6.38936, -1.65612], [0.05360, 4.04715, -1.29760], [-1.20318, 4.93093, -2.17483], [1.22734, -4.70221, -4.59674], [0.91350, -6.03638, -3.92785], [-0.25835, -5.94934, -2.94610], [0.06049, -4.97725, -1.85296], [0.31034, -4.21172, -1.00001], [1.53382, -3.94812, -3.86760], [2.04850, -4.81791, -5.30773], [0.35761, -4.32196, -5.14032], [1.80798, -6.39083, -3.40636], [0.67792, -6.77446, -4.69974], [-0.45251, -6.92962, -2.50464], [-1.16624, -5.62331, -3.46011]],
  "forces_ev_per_angstrom": [[-1.4, 1.9, -1.5], [0.1, -0.9, 0.8], [-1.3, -1.0, 1.1], [-2.7, 0.8, -0.2], [-2.2, 2.3, 0.1], [2.5, 0.9, 1.3], [4.3, 6.7, 5.9], [-0.9, 2.1, 0.2], [4.2, 1.0, 0.4], [1.7, -1.6, -0.2], [0.0, -5.2, -0.9], [0.9, -0.5, 0.0], [-0.2, -3.1, -0.5], [1.1, 0.9, -1.8], [-0.6, -1.3, -0.1], [-0.2, 0.9, 1.5], [-0.9, 1.6, 0.3], [-0.5, 0.9, -0.3], [0.4, -0.2, -0.9], [-1.0, -1.3, -0.2], [0.0, 0.0, 0.1], [-0.1, -0.2, 0.2], [0.5, -0.5, 0.0], [0.4, -0.4, -0.7], [-1.0, 1.2, 0.9], [0.0, 0.1, 0.0], [0.0, 0.0, -0.1], [0.1, 0.0, 0.0], [0.0, 0.1, -0.1], [0.1, 0.0, -0.1], [0.0, -0.1, -0.2], [0.1, -0.1, 0.0], [0.0, 0.1, 0.0], [0.0, 0.3, 0.1], [-0.3, 0.0, 0.7], [-0.6, -0.4, 0.4], [1.2, 0.5, -1.2], [0.0, 0.0, -0.1], [-0.1, -0.1, -0.1], [0.0, 0.0, 0.1], [0.0, -0.1, -0.1], [0.0, -0.2, 0.0], [-0.2, -0.1, 0.1], [-0.1, -0.1, 0.1], [0.1, 0.0, -0.1], [0.2, 0.1, -0.3], [0.5, 0.4, 0.4], [0.1, 0.7, 0.7], [-3.6, -6.2, -6.1], [-0.1, 0.0, 0.0], [-0.1, 0.0, 0.0], [0.1, 0.0, 0.0], [-0.1, -0.1, 0.0], [-0.1, 0.0, 0.1], [0.0, 0.2, 0.1], [0.1, 0.1, 0.1]]
}

{
  "formula": "C3H5N2O",
  "method": "wB97M-V/def2-TZVPD",
  "relative_energy_ev": 3.287,
  "total_charge": -1,
  "energy_ev": -8214.6846,
  "orbital_gap_ev": 6.388,
  "lumo_energy_ev": 4.389,
  "elements": ["C", "C", "C", "N", "N", "O", "H", "H", "H", "H", "H"],
  "xyz": [[-0.39098, -0.12858, 0.31449], [0.18394, -0.14059, -1.21930], [-1.73504, 1.16088, 1.90254], [0.18732, -1.05737, 0.93655], [-2.60811, 1.89350, 1.57364], [-3.30757, 2.51852, 0.76104], [1.02768, 0.39936, -1.39970], [-0.76475, 0.32325, -1.76894], [0.40661, -1.19301, -1.55941], [-1.19143, 1.03447, 2.85407], [-0.00553, -1.01280, 1.95126]],
  "forces_ev_per_angstrom": [[1.2, 0.9, -1.4], [-5.9, -1.4, 0.4], [0.6, -0.1, 0.1], [0.8, -0.9, 1.4], [0.0, 0.5, 0.1], [-0.1, -0.2, -0.1], [2.3, 2.0, -0.1], [2.3, -1.0, 0.3], [-0.5, 0.8, 0.4], [-0.3, -0.4, -0.9], [-0.4, -0.2, -0.2]]
}